(1)
Entry from OMol25: a single C23H33N3O3 molecule (the ωB97M-V functional and the def2-TZVPD basis).

energy relative to the best compared isomer or geometry (same formula, charge and spin)	0.635	eV
E_HOMO	-8.46	eV
multiplicity	1
Kohn-Sham gap	9.2	eV
molar mass	399.53	g mol⁻¹
calculated total energy	-1286.2401	hartree

XYZ file:
```
62
Properties=species:S:1:pos:R:3:lowdin_charge:R:1
C -7.09 -2.56 -1.74 -0.050
C -6.75 -1.63 -0.61 -0.270
C -5.87 -0.58 -0.82 0.019
C -5.53 0.29 0.21 -0.154
C -6.11 0.12 1.46 -0.044
C -7.00 -0.91 1.68 -0.071
C -7.32 -1.78 0.65 -0.048
H -8.01 -2.59 0.83 0.108
H -7.46 -1.04 2.65 0.103
H -5.87 0.81 2.26 0.120
C -4.63 1.45 -0.07 -0.423
O -4.98 2.35 -0.82 0.073
N -3.45 1.47 0.59 -0.047
C -2.88 0.37 1.31 -0.140
H -3.62 -0.42 1.43 0.118
C -1.65 -0.19 0.58 -0.123
H -1.24 -1.01 1.18 0.115
H -1.96 -0.57 -0.39 0.128
C -0.60 0.92 0.39 -0.323
N 0.59 0.50 -0.36 -0.122
C 1.72 1.36 -0.05 -0.180
C 2.82 1.17 -1.08 -0.124
H 3.63 1.88 -0.88 0.108
H 2.41 1.38 -2.07 0.126
C 3.33 -0.28 -1.06 -0.232
C 4.11 -0.56 0.22 -0.417
O 3.66 -1.25 1.13 0.059
N 5.33 0.01 0.34 -0.048
C 6.11 0.69 -0.67 -0.127
H 5.54 0.84 -1.59 0.113
C 7.37 -0.13 -0.98 -0.187
O 8.14 -0.35 0.18 -0.130
C 7.38 -1.02 1.17 -0.179
H 8.03 -1.13 2.03 0.127
C 6.12 -0.23 1.53 -0.110
H 5.51 -0.79 2.24 0.123
H 6.41 0.73 1.97 0.134
H 7.09 -2.02 0.80 0.132
H 8.02 0.40 -1.67 0.128
H 7.08 -1.09 -1.42 0.131
H 6.41 1.67 -0.28 0.135
C 2.12 -1.21 -1.20 -0.123
C 1.00 -0.88 -0.21 -0.187
H 0.16 -1.54 -0.45 0.112
H 1.34 -1.10 0.81 0.122
H 2.43 -2.24 -1.04 0.121
H 1.73 -1.11 -2.21 0.121
H 3.99 -0.46 -1.91 0.136
H 1.39 2.40 -0.07 0.114
H 2.11 1.14 0.96 0.135
C -1.28 2.06 -0.38 -0.112
C -2.52 2.56 0.36 -0.133
H -3.04 3.32 -0.22 0.122
H -2.23 2.98 1.34 0.131
H -0.59 2.90 -0.52 0.107
H -1.57 1.70 -1.36 0.129
H -0.31 1.28 1.39 0.154
H -2.58 0.72 2.31 0.133
H -5.43 -0.43 -1.80 0.130
H -7.85 -3.27 -1.44 0.073
H -7.46 -2.00 -2.59 0.083
H -6.20 -3.11 -2.05 0.083
```

(2)
Entry from OMol25: a single C23H33N3O3S molecule at a distorted geometry (the ωB97M-V functional and the def2-TZVPD basis).

energy relative to the best compared isomer or geometry (same formula, charge and spin)	2.277	eV
E_HOMO	-7.81	eV
multiplicity	1
Kohn-Sham gap	8.4	eV
molar mass	431.60	g mol⁻¹
calculated total energy	-1684.4016	hartree

XYZ file:
```
63
Properties=species:S:1:pos:R:3:lowdin_charge:R:1
C -7.07 -3.60 -0.64 -0.094
H -6.59 -3.61 -1.61 0.074
H -6.35 -3.97 0.10 0.075
H -7.92 -4.28 -0.66 0.068
C -7.52 -2.19 -0.28 -0.215
C -6.34 -1.26 -0.24 -0.246
C -5.94 -0.58 -1.39 -0.031
C -4.83 0.24 -1.38 -0.010
C -4.10 0.41 -0.20 -0.146
C -4.49 -0.27 0.95 -0.010
C -5.60 -1.09 0.92 -0.029
H -5.90 -1.61 1.82 0.116
H -3.92 -0.13 1.86 0.112
C -2.95 1.28 -0.16 -0.276
N -2.20 1.52 0.88 0.180
C -1.25 2.40 0.45 -0.312
C -1.45 2.65 -0.89 -0.239
O -2.54 1.94 -1.27 0.132
C -0.72 3.48 -1.87 0.007
H 0.30 3.11 -1.98 0.077
H -0.67 4.52 -1.54 0.088
H -1.23 3.44 -2.83 0.088
C -0.16 2.87 1.32 -0.227
H -0.44 2.86 2.37 0.097
H 0.20 3.85 1.02 0.092
S 1.31 1.71 1.13 0.954
O 1.33 1.38 -0.31 -0.522
C 0.49 0.28 1.96 -0.209
C 1.26 -1.02 1.75 -0.556
O 1.62 -1.71 2.68 0.058
N 1.43 -1.33 0.45 0.065
C 2.29 -2.43 0.07 -0.148
H 2.09 -3.27 0.75 0.120
H 2.03 -2.72 -0.95 0.115
C 3.78 -2.04 0.18 -0.164
N 4.03 -0.83 -0.57 -0.183
C 4.63 0.27 0.13 -0.199
C 6.03 0.04 0.75 -0.177
C 6.95 -0.87 -0.06 -0.203
C 6.91 -0.65 -1.57 -0.203
C 5.82 -1.48 -2.25 -0.188
H 5.92 -2.52 -1.93 0.101
C 4.39 -0.98 -1.96 -0.191
H 3.68 -1.67 -2.42 0.115
H 4.25 0.00 -2.43 0.122
H 5.96 -1.45 -3.33 0.106
H 7.87 -0.94 -2.00 0.105
H 6.76 0.41 -1.79 0.112
H 6.71 -1.91 0.15 0.102
H 7.97 -0.70 0.30 0.105
H 6.49 1.03 0.87 0.107
H 5.92 -0.38 1.75 0.102
H 3.95 0.57 0.94 0.090
H 4.67 1.10 -0.57 0.118
H 4.00 -1.86 1.23 0.123
H 4.39 -2.88 -0.16 0.117
H 1.37 -0.57 -0.22 0.098
H 0.46 0.50 3.03 0.103
H -0.52 0.19 1.56 0.083
H -4.53 0.77 -2.27 0.116
H -6.50 -0.70 -2.30 0.115
H -8.24 -1.84 -1.01 0.109
H -8.00 -2.20 0.70 0.109
```

(3)
Entry from OMol25: a molecular structure, C23H33N3PS3W at a distorted geometry (the ωB97M-V functional and the def2-TZVPD basis).

energy relative to the best compared isomer or geometry (same formula, charge and spin)	0.477	eV
E_HOMO (spin up / spin down)	-10.56 / -11.20	eV
multiplicity	3
Kohn-Sham gap (spin up / spin down)	5.9 / 7.2	eV
molar mass	662.55	g mol⁻¹
calculated total energy	-2663.3392	hartree
net charge	+1

XYZ file:
```
64
Properties=species:S:1:pos:R:3:lowdin_spin:R:1
W -0.07 0.73 -0.52 1.685
C 2.91 0.07 0.29 0.011
N 1.65 0.41 0.97 0.017
C 1.78 1.76 1.57 0.009
C 0.43 2.43 1.84 0.006
N -0.30 2.68 0.58 0.007
C 0.22 3.88 -0.11 0.003
C -1.71 2.99 0.78 0.001
C -2.16 3.85 1.78 0.002
C -3.48 4.27 1.79 -0.006
C -4.37 3.85 0.81 0.002
C -3.94 2.96 -0.16 -0.005
C -2.62 2.52 -0.17 0.013
S -2.11 1.39 -1.42 -0.030
C 1.38 -0.56 2.03 0.010
C 2.39 -1.06 2.84 -0.001
C 2.12 -2.03 3.80 0.008
C 0.82 -2.49 3.98 -0.001
C -0.20 -1.96 3.21 0.007
C 0.07 -1.00 2.24 0.008
S -1.26 -0.39 1.27 0.080
H 3.76 0.13 0.96 0.001
H 3.09 0.76 -0.53 0.001
H 2.84 -0.95 -0.11 0.001
H 2.37 2.37 0.88 0.001
H 2.33 1.70 2.52 0.001
H 0.61 3.37 2.38 0.001
H -0.20 1.78 2.47 0.001
H 0.08 4.78 0.49 0.000
H -0.31 4.01 -1.06 0.000
H 1.29 3.78 -0.31 0.000
H -1.48 4.21 2.53 0.000
H -3.81 4.96 2.56 0.000
H -5.38 4.22 0.80 0.000
H -4.61 2.60 -0.93 0.000
H 3.41 -0.71 2.75 0.000
H 2.92 -2.42 4.40 0.001
H 0.61 -3.25 4.71 0.000
H -1.22 -2.30 3.34 0.000
C -2.58 -2.06 -1.74 -0.001
C -1.37 -1.80 -2.63 0.020
P 0.17 -1.43 -1.69 0.054
C 1.48 -1.49 -3.00 0.004
C 2.13 -2.83 -3.31 0.000
C 0.37 -2.90 -0.58 0.007
C 0.22 -4.30 -1.16 0.001
H -3.47 -2.09 -2.36 0.000
H -2.70 -1.26 -1.01 0.000
H -2.50 -3.00 -1.21 0.000
H -1.55 -0.93 -3.27 0.000
H -1.18 -2.66 -3.29 0.002
H 2.25 -0.77 -2.72 -0.001
H 1.00 -1.11 -3.91 0.000
H 2.65 -3.23 -2.44 0.000
H 2.85 -2.70 -4.10 0.000
H 1.39 -3.56 -3.65 0.000
H -0.41 -2.74 0.19 0.001
H 1.33 -2.80 -0.07 0.000
H -0.55 -4.35 -1.92 0.000
H -0.06 -4.98 -0.35 0.001
H 1.15 -4.67 -1.58 0.000
S 1.48 1.87 -2.12 0.021
C 0.38 1.39 -3.26 0.015
N -0.33 1.05 -4.10 0.044
```

(4)
Entry from OMol25: a single C23H33N5O4 molecule (the ωB97M-V functional and the def2-TZVPD basis).

energy relative to the best compared isomer or geometry (same formula, charge and spin)	0.000	eV
E_HOMO	-8.33	eV
multiplicity	1
Kohn-Sham gap	9.0	eV
molar mass	443.55	g mol⁻¹
calculated total energy	-1470.9936	hartree

XYZ file:
```
65
Properties=species:S:1:pos:R:3:lowdin_charge:R:1
C 6.85 0.35 0.52 -0.091
H 6.77 0.46 1.60 0.095
O 5.75 0.93 -0.14 -0.083
C 4.51 0.44 0.13 -0.272
C 4.23 -0.61 0.99 -0.024
C 2.91 -1.01 1.17 -0.020
C 1.87 -0.40 0.50 -0.156
C 2.15 0.66 -0.38 -0.222
C 3.46 1.07 -0.56 0.063
H 3.73 1.87 -1.22 0.116
O 1.09 1.22 -1.02 -0.101
C 1.32 2.27 -1.93 -0.083
H 0.34 2.56 -2.30 0.085
H 1.95 1.95 -2.76 0.099
H 1.78 3.13 -1.43 0.094
C 0.45 -0.86 0.72 -0.128
N 0.28 -2.25 0.36 -0.101
C 0.63 -2.58 -1.00 -0.156
C 0.88 -4.09 -1.03 -0.156
N -0.28 -4.77 -0.50 0.089
C -1.17 -4.26 0.37 -0.452
O -2.09 -4.93 0.79 0.057
C -1.01 -2.79 0.76 -0.196
C -2.25 -2.04 0.20 -0.020
H -3.11 -2.70 0.33 0.140
C -2.52 -0.76 0.97 -0.440
O -2.23 -0.68 2.16 0.018
N -3.12 0.27 0.33 0.002
C -3.26 1.52 1.08 -0.048
C -2.20 2.52 0.76 -0.289
N -2.28 3.37 -0.23 0.098
C -1.13 4.10 -0.19 -0.154
C -0.36 3.68 0.85 -0.079
N -1.04 2.66 1.45 -0.065
C -0.59 1.97 2.63 -0.005
H -0.79 2.57 3.52 0.100
H 0.48 1.79 2.56 0.096
H -1.11 1.01 2.72 0.065
H 0.60 4.00 1.20 0.117
H -0.95 4.88 -0.90 0.096
H -3.23 1.25 2.14 0.126
H -4.23 1.96 0.86 0.119
C -3.53 0.23 -1.07 -0.370
C -2.40 0.69 -2.00 -0.038
H -2.24 1.76 -1.87 0.056
H -2.67 0.49 -3.03 0.084
H -1.46 0.18 -1.78 0.060
C -4.78 1.07 -1.34 -0.056
H -4.55 2.13 -1.27 0.071
H -5.13 0.87 -2.35 0.083
H -5.57 0.82 -0.64 0.085
H -3.79 -0.81 -1.29 0.132
H -2.10 -1.86 -0.86 0.102
H -1.07 -2.74 1.85 0.162
H -0.38 -5.75 -0.70 0.149
H 1.77 -4.31 -0.43 0.121
H 1.05 -4.43 -2.06 0.120
H -0.16 -2.32 -1.73 0.126
H 1.54 -2.05 -1.27 0.127
H -0.22 -0.19 0.17 0.113
H 0.21 -0.78 1.79 0.126
H 2.69 -1.82 1.84 0.123
H 5.01 -1.12 1.53 0.100
H 7.72 0.90 0.17 0.092
H 6.96 -0.70 0.26 0.095
```

(5)
Entry from OMol25: a molecular structure, C23H34AsCoN6O8P2SSe (the ωB97M-V functional and the def2-TZVPD basis).

energy relative to the best compared isomer or geometry (same formula, charge and spin)	0.000	eV
E_HOMO	-13.85	eV
multiplicity	1
Kohn-Sham gap	7.7	eV
molar mass	829.39	g mol⁻¹
calculated total energy	-8928.0236	hartree
net charge	+2

XYZ file:
```
77
Properties=species:S:1:pos:R:3:lowdin_charge:R:1
Co -0.15 -0.10 0.54 0.378
Se 2.52 1.98 7.24 1.219
N 3.05 0.79 6.04 -0.209
C 2.20 0.84 5.05 -0.333
C 2.28 -0.02 3.88 -0.055
C 3.23 -1.03 3.70 0.057
C 3.18 -1.79 2.55 0.010
C 2.19 -1.55 1.60 -0.103
N 1.29 -0.58 1.76 0.025
C 1.33 0.17 2.88 -0.114
C 0.28 1.15 3.00 -0.112
N -0.58 1.19 1.96 0.042
C -1.68 1.92 2.07 -0.083
C -1.93 2.70 3.20 0.012
C -1.02 2.73 4.23 0.057
C 0.12 1.92 4.14 -0.056
C 1.12 1.79 5.19 -0.333
N 1.12 2.50 6.28 -0.208
H 3.98 -1.20 4.46 0.135
H 3.88 -2.59 2.38 0.131
H 2.09 -2.15 0.72 0.074
H -2.36 1.89 1.23 0.113
H -2.84 3.28 3.24 0.127
H -1.18 3.34 5.11 0.136
C -2.65 -3.32 -0.70 -0.044
C -1.34 -3.60 0.04 -0.580
O -1.22 -4.99 0.31 -0.030
P -1.38 -2.76 1.65 0.527
O -2.57 -3.33 2.51 -0.039
O -0.11 -3.24 2.46 -0.059
O -1.39 -1.27 1.56 -0.247
P 0.18 -3.04 -0.86 0.377
O -0.19 -3.08 -2.42 -0.124
O 1.27 -3.98 -0.53 -0.254
O 0.43 -1.57 -0.53 -0.397
H -3.47 -3.82 -0.18 0.097
H -2.60 -3.72 -1.71 0.095
H -2.86 -2.25 -0.74 0.079
H -0.29 -5.24 0.17 0.089
H -3.46 -3.05 2.28 0.119
H -0.09 -4.18 2.67 0.126
H 0.02 -3.95 -2.80 0.118
C 1.78 -0.57 -3.41 -0.207
As 2.61 0.25 -1.88 0.854
C 3.68 1.70 -2.55 -0.241
C 3.83 -1.04 -1.13 -0.210
S 1.33 1.29 -0.51 0.497
H 2.56 -1.15 -3.92 0.063
H 1.41 0.21 -4.08 0.050
H 0.97 -1.22 -3.11 -0.014
H 4.34 1.32 -3.34 0.055
H 4.28 2.11 -1.74 0.050
H 3.03 2.47 -2.96 0.045
H 4.69 -1.09 -1.80 0.058
H 3.36 -2.02 -1.09 0.036
H 4.14 -0.71 -0.15 0.041
C -1.60 3.61 -0.51 -0.029
N -1.87 2.81 -1.69 -0.052
C -2.35 3.58 -2.84 -0.138
C -2.96 2.67 -3.89 -0.135
C -2.03 1.51 -4.12 -0.131
N -1.84 0.80 -2.85 -0.051
C -1.72 -0.65 -2.91 -0.019
C -1.72 1.46 -1.69 -0.449
O -1.51 0.84 -0.60 -0.118
H -2.52 3.85 0.03 0.106
H -1.14 4.55 -0.84 0.108
H -0.91 3.11 0.15 0.045
H -1.52 4.15 -3.25 0.135
H -3.09 4.29 -2.48 0.134
H -3.13 3.23 -4.81 0.130
H -3.93 2.29 -3.55 0.131
H -1.06 1.85 -4.51 0.132
H -2.44 0.80 -4.83 0.131
H -2.60 -1.07 -3.40 0.115
H -1.64 -1.04 -1.90 0.044
H -0.84 -0.94 -3.47 0.067
```

(6)
Entry from OMol25: 5 unconnected molecules or ions with the total composition C23H34BBrN2O15 at a distorted geometry (the ωB97M-V functional and the def2-TZVPD basis).

E_HOMO	-9.65	eV
multiplicity	1
Kohn-Sham gap	9.9	eV
molar mass	669.24	g mol⁻¹
calculated total energy	-4733.8269	hartree

XYZ file:
```
76
Properties=species:S:1:pos:R:3:lowdin_charge:R:1
C -3.41 2.05 3.07 -0.071
C -2.61 3.02 2.17 -0.122
B -1.12 2.82 2.58 -0.459
O -0.57 3.65 3.54 0.160
C -0.21 1.62 1.93 -0.350
O -1.05 0.68 1.30 0.013
C 0.43 0.97 3.07 -0.159
N 0.92 0.40 3.95 0.226
C 0.83 2.28 0.97 -0.349
C 0.15 3.45 0.38 -0.251
N -0.38 4.37 -0.08 0.230
C 2.04 2.91 1.72 -0.078
C 3.21 1.99 1.98 -0.227
O 3.83 2.50 3.17 -0.056
C 1.30 1.34 -0.19 -0.560
Br 0.11 1.39 -1.75 0.803
C 1.57 -0.11 0.21 -0.256
C 3.01 -0.58 -0.07 -0.072
H -3.75 2.58 3.95 0.081
H -2.83 1.19 3.40 0.077
H -4.29 1.66 2.58 0.049
H -2.87 4.04 2.41 0.108
H -2.76 2.81 1.12 0.099
H -0.27 3.17 4.32 0.118
H -1.36 1.05 0.47 0.066
H 1.72 3.40 2.63 0.127
H 2.40 3.70 1.06 0.115
H 3.94 2.00 1.18 0.123
H 2.88 0.97 2.20 0.095
H 4.68 2.07 3.28 0.087
H 2.22 1.76 -0.56 0.085
H 0.92 -0.74 -0.39 0.077
H 1.31 -0.32 1.24 0.088
H 3.03 -1.29 -0.88 0.034
H 3.40 -1.10 0.81 0.078
H 3.67 0.23 -0.37 0.074
C 1.03 -3.28 -3.76 -0.109
C 2.22 -3.98 -4.38 -0.116
O 3.24 -2.96 -4.33 0.069
C 2.91 -2.09 -3.34 -0.567
O 3.62 -1.23 -2.93 0.152
O 1.66 -2.33 -2.88 0.045
H 0.39 -3.94 -3.20 0.112
H 0.44 -2.73 -4.49 0.139
H 2.55 -4.83 -3.79 0.133
H 2.04 -4.30 -5.40 0.128
C -1.11 -7.04 -2.23 -0.107
C -1.03 -8.42 -2.86 -0.110
O -0.84 -8.10 -4.24 0.069
C -0.30 -6.87 -4.33 -0.564
O 0.14 -6.39 -5.32 0.171
O -0.32 -6.25 -3.12 0.034
H -0.70 -7.00 -1.22 0.134
H -2.13 -6.64 -2.22 0.135
H -0.17 -8.99 -2.50 0.134
H -1.93 -9.01 -2.72 0.133
C -7.11 -0.76 4.13 -0.115
C -6.93 -2.05 3.36 -0.118
O -6.73 -1.59 2.03 0.061
C -6.27 -0.31 2.08 -0.570
O -5.85 0.29 1.15 0.168
O -6.36 0.17 3.35 0.050
H -6.73 -0.80 5.14 0.132
H -8.15 -0.43 4.15 0.133
H -6.04 -2.60 3.68 0.133
H -7.80 -2.71 3.41 0.131
C 3.27 6.31 -2.45 -0.112
C 2.99 5.50 -1.20 -0.125
O 3.77 4.32 -1.42 0.039
C 4.77 4.63 -2.29 -0.570
O 5.68 3.92 -2.55 0.174
O 4.57 5.86 -2.82 0.061
H 3.27 7.38 -2.28 0.132
H 2.57 6.07 -3.26 0.135
H 3.35 5.99 -0.29 0.135
H 1.94 5.25 -1.07 0.105
```

(7)
Entry from OMol25: a molecular structure, C23H34BIN13SV (the ωB97M-V functional and the def2-TZVPD basis).

energy relative to the best compared isomer or geometry (same formula, charge and spin)	0.598	eV
E_HOMO (spin up / spin down)	-4.63 / -5.11	eV
multiplicity	4
Kohn-Sham gap (spin up / spin down)	7.0 / 7.5	eV
molar mass	713.34	g mol⁻¹
calculated total energy	-3273.7069	hartree
net charge	-1

XYZ file:
```
74
Properties=species:S:1:pos:R:3:lowdin_spin:R:1
V 0.85 -0.63 0.26 2.807
C 2.62 3.93 1.02 0.001
C 2.50 2.57 1.71 0.001
C 3.31 2.53 3.00 0.001
C 1.07 2.23 1.99 0.010
C 0.15 3.04 2.69 0.002
C -1.00 2.28 2.75 0.008
N -0.78 1.12 2.12 0.007
N 0.48 1.08 1.64 0.010
B -1.71 -0.09 2.04 0.005
N -2.21 -0.34 0.61 0.006
C -3.46 -0.70 0.30 0.004
C -3.51 -0.99 -1.04 0.001
C -2.20 -0.78 -1.51 0.004
N -1.40 -0.40 -0.49 0.007
C -1.83 -0.98 -2.96 0.001
C -0.49 -0.43 -3.43 0.002
C -2.93 -0.40 -3.87 0.000
N -1.02 -1.35 2.56 0.006
C -1.43 -2.08 3.61 0.007
C -0.64 -3.20 3.68 0.001
C 0.26 -3.09 2.60 0.008
N 0.02 -1.96 1.93 0.005
C 1.31 -4.15 2.38 0.001
C 2.52 -3.89 3.29 0.001
C 1.74 -4.38 0.94 0.001
H 3.66 4.16 0.81 0.000
H 2.08 3.94 0.06 0.000
H 2.21 4.74 1.64 0.000
H 2.90 1.81 1.05 0.001
H 2.93 3.27 3.73 0.000
H 3.26 1.54 3.45 0.000
H 4.36 2.76 2.80 0.000
H 0.32 4.01 3.11 0.000
H -1.96 2.47 3.21 0.001
H -2.67 0.13 2.74 0.000
H -4.22 -0.72 1.06 0.000
H -4.36 -1.31 -1.61 0.000
H -1.84 -2.06 -3.13 0.000
H 0.25 -0.40 -2.65 0.002
H -0.10 -1.06 -4.23 0.000
H -0.62 0.58 -3.84 0.000
H -3.01 0.68 -3.72 0.000
H -2.67 -0.58 -4.91 0.000
H -3.91 -0.84 -3.69 0.000
H -2.25 -1.74 4.21 0.001
H -0.70 -4.01 4.39 0.000
H 0.84 -5.07 2.73 0.000
H 3.03 -2.98 3.01 0.001
H 2.21 -3.81 4.34 0.000
H 3.23 -4.72 3.21 0.000
H 2.26 -3.52 0.53 0.001
H 2.42 -5.24 0.90 0.000
H 0.88 -4.61 0.30 0.000
C -1.96 4.12 -3.07 0.000
C -0.67 3.41 -3.06 0.000
N 0.18 3.37 -4.04 0.000
N 1.20 2.59 -3.55 0.001
C 0.99 2.13 -2.30 0.002
S 2.01 1.14 -1.41 0.007
N -0.21 2.69 -1.98 0.001
N -0.91 2.60 -0.78 0.001
H -2.10 4.61 -4.03 0.000
H -2.00 4.87 -2.27 0.000
H -2.78 3.42 -2.89 0.000
H 1.97 2.32 -4.13 0.000
H -1.10 1.61 -0.61 0.001
H -0.30 2.92 -0.03 0.000
I 3.58 -0.90 1.01 0.013
N -0.77 -4.00 -4.73 0.004
C -0.15 -4.00 -3.75 0.003
N 0.57 -4.09 -2.65 0.017
C 0.74 -3.04 -1.91 0.029
N 0.96 -2.17 -1.18 0.008
```